Computed, not measured: 2 unconnected molecules or ions with the total composition C5H6N2O4 in a non-equilibrium geometry, with wB97M-V/def2-TZVPD.

- E_HOMO (alpha / beta) (Eh) = -0.348 / -0.348
- DFT total energy (eV) = -16442.569
- SMILES = C=C/C([N+](=O)[O-])=[N+](\[O-])O.C#C
- lowest unoccupied orbital energy (alpha / beta) (eV) = -1.41 / -1.41
- ΔE to the lowest compared entry with this formula, charge and spin (eV) = 10.063

Each line ends with the natural charge from an NBO analysis.
Cartesian coordinates (Å):
C  2.16  -0.06  -0.15  -0.34
C  1.39  0.28  0.89  -0.27
C  0.09  -0.33  1.17  0.06
N  -0.66  0.19  2.26  0.51
O  -0.14  0.99  3.00  -0.33
O  -1.82  -0.26  2.47  -0.44
N  -0.17  -1.58  0.72  0.46
O  0.50  -2.17  -0.12  -0.35
O  -1.30  -2.19  1.13  -0.50
H  3.16  0.55  -0.18  0.21
H  1.84  -0.63  -0.93  0.22
H  1.63  1.02  1.71  0.25
H  -1.93  -1.44  1.56  0.50
C  -2.86  -0.34  -0.99  -0.22
C  -1.87  0.12  -1.44  -0.23
H  -3.61  -0.73  -0.39  0.23
H  -0.94  0.38  -1.75  0.22

***

Computed, not measured: 2 unconnected molecules or ions with the total composition C2H6N3O2 in a non-equilibrium geometry, with wB97M-V/def2-TZVPD.

- E_HOMO (alpha / beta) (Eh) = -0.319 / -0.318
- DFT total energy (eV) = -10733.859
- 2S+1 = 2
- <S²> = 0.7565
- lowest unoccupied orbital energy (alpha / beta) (eV) = 0.13 / -3.00
- ΔE to the lowest compared entry with this formula, charge and spin (eV) = 1.043

Each line ends with the natural charge from an NBO analysis.
Cartesian coordinates (Å):
O  1.08  0.02  2.18  -0.71
C  0.33  0.99  2.34  0.61
O  -0.94  1.03  2.40  -0.76
H  0.85  1.99  2.38  0.04
N  0.94  0.02  -1.50  -0.76
C  -0.27  -0.37  -0.92  0.57
N  -0.76  -1.53  -1.49  -0.77
N  -0.92  0.32  -0.09  -0.29
H  1.21  0.89  -1.08  0.41
H  0.89  0.03  -2.51  0.40
H  -0.02  -2.19  -1.67  0.40
H  -1.49  -1.96  -0.95  0.41
H  -0.90  0.75  0.91  0.45

***

Computed, not measured: a molecular structure, C37H27AgF11NO4P2S2, with wB97M-V/def2-TZVPD.

- E_HOMO (Eh) = -0.107
- DFT total energy (eV) = -122627.951
- charge = -2
- lowest unoccupied orbital energy (eV) = 4.14
- ΔE to the lowest compared entry with this formula, charge and spin (eV) = 0.000

Each line ends with the Löwdin charge.
Cartesian coordinates (Å):
Ag  -2.90  3.33  1.06  0.69
C  -3.01  1.61  2.22  -0.19
C  -2.83  0.74  3.07  -0.22
C  -2.57  -0.22  4.09  -0.28
C  -1.46  -0.07  4.94  -0.05
C  -1.16  -1.03  5.89  -0.10
C  -1.96  -2.16  6.04  -0.13
C  -3.06  -2.32  5.21  -0.12
C  -3.36  -1.37  4.24  -0.05
H  -0.83  0.80  4.81  0.10
H  -0.29  -0.89  6.53  0.09
H  -1.72  -2.91  6.78  0.08
H  -3.69  -3.20  5.30  0.09
H  -4.21  -1.51  3.58  0.11
C  0.98  0.27  -0.73  -0.52
P  -0.35  0.27  0.57  1.06
C  0.62  0.77  2.06  -0.37
C  0.37  2.07  2.51  -0.11
C  1.04  2.58  3.62  -0.09
C  1.97  1.80  4.29  -0.11
C  2.23  0.51  3.85  -0.10
C  1.57  0.00  2.74  -0.13
C  -0.62  -1.53  0.83  -0.35
C  -0.63  -2.16  2.07  -0.10
C  -0.99  -3.49  2.20  -0.09
C  -1.36  -4.23  1.08  -0.11
C  -1.39  -3.61  -0.16  -0.10
C  -1.03  -2.28  -0.28  -0.11
P  2.54  -0.69  -0.53  1.04
C  2.05  -2.32  -1.24  -0.38
C  2.25  -3.47  -0.48  -0.12
C  1.89  -4.72  -0.97  -0.11
C  1.32  -4.83  -2.23  -0.11
C  1.12  -3.69  -3.00  -0.08
C  1.48  -2.44  -2.51  -0.09
C  3.53  -0.10  -1.97  -0.38
C  3.06  0.75  -2.96  -0.08
C  3.88  1.12  -4.03  -0.07
C  5.17  0.64  -4.11  -0.11
C  5.66  -0.21  -3.12  -0.11
C  4.84  -0.57  -2.06  -0.13
H  1.26  1.33  -0.78  0.05
H  0.49  0.06  -1.69  0.01
H  -0.38  2.67  2.01  0.06
H  0.82  3.59  3.95  0.10
H  2.48  2.19  5.16  0.09
H  2.95  -0.11  4.37  0.09
H  1.78  -1.00  2.40  0.08
H  -0.36  -1.60  2.96  0.08
H  -0.99  -3.95  3.18  0.09
H  -1.65  -5.27  1.18  0.09
H  -1.69  -4.16  -1.04  0.10
H  -1.08  -1.81  -1.26  0.09
H  2.68  -3.38  0.51  0.09
H  2.04  -5.60  -0.36  0.09
H  1.03  -5.80  -2.61  0.09
H  0.66  -3.76  -3.98  0.10
H  1.30  -1.55  -3.11  0.09
H  2.05  1.13  -2.94  0.07
H  3.47  1.77  -4.79  0.10
H  5.81  0.92  -4.94  0.09
H  6.67  -0.59  -3.18  0.09
H  5.23  -1.23  -1.29  0.09
F  -1.65  5.53  -0.66  -0.03
C  -2.56  5.37  0.38  -0.45
F  -3.69  6.09  -0.03  -0.05
C  -1.97  6.26  1.48  -0.63
F  -1.72  7.54  1.09  0.10
F  -2.79  6.34  2.54  0.09
F  -0.79  5.76  1.92  0.09
F  -4.00  0.63  -3.41  0.11
C  -3.27  0.94  -2.33  -0.66
F  -4.09  1.11  -1.30  0.11
F  -2.47  -0.09  -2.07  0.11
S  -2.32  2.51  -2.62  0.54
O  -1.29  2.49  -1.64  -0.32
O  -3.34  3.51  -2.58  -0.28
N  -1.80  2.37  -4.11  -0.30
S  -0.53  1.59  -4.56  0.57
O  -0.31  0.32  -3.92  -0.31
O  0.62  2.42  -4.79  -0.29
C  -1.09  1.14  -6.26  -0.68
F  -2.17  0.37  -6.24  0.12
F  -0.10  0.46  -6.87  0.11
F  -1.36  2.23  -7.00  0.12

***

no.,molecular weight (g mol⁻¹)
1,158.11
2,104.09
3,992.55